{
  "formula": "C17H14N2O5",
  "method": "ωB97M-V with the def2-TZVPD basis set",
  "smiles": "O=C1COc2ccc(C(=O)NCc3ccc4c(c3)OCO4)cc2N1",
  "energy_ha": -1141.9585,
  "relative_energy_kj_mol": 29.4,
  "total_charge": 0,
  "lumo_energy_ha": 0.021,
  "elements": ["O", "O", "O", "O", "O", "N", "N", "C", "C", "C", "C", "C", "C", "C", "C", "C", "C", "C", "C", "C", "C", "C", "C", "C", "H", "H", "H", "H", "H", "H", "H", "H", "H", "H", "H", "H", "H", "H"],
  "positions_angstrom": [[-3.66198, 1.99436, -2.11219], [-0.48496, -2.36052, -0.56702], [2.83072, -0.49219, 4.49656], [0.11587, -1.38900, 6.64214], [-3.06090, 3.46327, -3.78246], [0.20952, -1.39392, 4.38979], [0.86186, -0.84466, -1.56044], [0.40708, -1.53725, -0.48833], [0.36945, -1.46992, 1.97056], [2.25199, -0.76267, 3.29532], [-2.14172, 2.45088, -3.71579], [0.76119, -1.30323, 5.62420], [0.93390, -1.22745, 3.20930], [-2.50659, 1.55936, -2.70331], [-1.01429, 2.25253, -4.47263], [2.27916, -1.15287, 5.61845], [-0.24813, 1.12422, -4.18371], [2.97225, -0.53300, 2.13111], [-1.75880, 0.44555, -2.42067], [1.08964, -1.23266, 0.80353], [0.24994, -0.96639, -2.86855], [-4.02240, 3.17908, -2.78861], [2.39607, -0.76220, 0.89503], [-0.60672, 0.23247, -3.18672], [0.64436, 0.94157, -4.76310], [-0.64132, -1.84102, 1.89180], [-0.36239, -1.87168, -2.83147], [-4.06884, 4.01401, -2.07127], [2.70212, -2.16807, 5.69855], [3.98470, -0.17271, 2.21667], [-0.78319, -1.57889, 4.32448], [-2.04469, -0.24584, -1.64569], [2.58634, -0.58277, 6.49777], [1.48440, -0.06594, -1.41921], [2.98999, -0.60500, 0.00773], [-0.73719, 2.94103, -5.25277], [1.03449, -1.08864, -3.62070], [-5.01094, 3.05016, -3.25836]],
  "forces_ev_per_a": [[0.28, -0.40, 0.10], [-0.32, -0.13, 0.08], [-0.13, 0.23, -0.26], [0.07, -0.06, 0.21], [0.40, -0.06, -0.26], [-0.40, -0.03, -0.23], [0.21, 0.10, -0.14], [0.29, 0.11, -0.06], [0.20, 0.05, -0.08], [-0.10, -0.15, -0.39], [0.05, -0.41, 0.29], [0.19, 0.13, 0.04], [0.40, 0.12, -0.13], [0.29, 0.22, -0.39], [-0.39, 0.29, 0.09], [0.06, -0.29, 0.48], [0.03, -0.24, 0.11], [-0.09, -0.01, 0.31], [-0.30, 0.26, 0.00], [0.03, -0.02, 0.37], [-0.10, -0.09, -0.08], [-1.03, 0.71, 0.24], [-0.17, -0.03, -0.04], [0.15, 0.01, -0.17], [0.11, -0.05, -0.05], [-0.11, -0.07, -0.01], [0.16, 0.09, -0.09], [0.09, -0.21, -0.15], [-0.08, 0.16, 0.00], [0.13, 0.02, 0.02], [0.13, 0.05, 0.15], [-0.06, -0.13, 0.15], [-0.16, -0.14, -0.12], [-0.08, -0.05, 0.11], [0.06, 0.00, -0.09], [0.04, 0.10, -0.11], [-0.12, -0.02, 0.02], [0.27, -0.04, 0.07]],
  "lowdin_charge": [0.039, 0.062, -0.003, 0.086, 0.035, 0.162, 0.077, -0.458, 0.055, -0.205, -0.206, -0.448, -0.150, -0.191, 0.009, -0.064, -0.047, 0.014, 0.064, -0.134, -0.128, -0.158, -0.031, -0.212, 0.107, 0.128, 0.128, 0.140, 0.147, 0.122, 0.168, 0.129, 0.141, 0.136, 0.110, 0.117, 0.122, 0.140]
}



{
  "formula": "C17H15AsErF2NO2S4",
  "method": "ωB97M-V with the def2-TZVPD basis set",
  "spin_multiplicity": 4,
  "energy_ha": -5905.3843,
  "s_squared": 3.753,
  "relative_energy_kj_mol": 116.0,
  "total_charge": 0,
  "lumo_energy_ha": [-0.013, -0.013],
  "elements": ["Er", "As", "S", "S", "S", "S", "F", "F", "O", "O", "N", "C", "C", "C", "C", "C", "C", "C", "C", "C", "C", "C", "C", "C", "C", "C", "C", "C", "H", "H", "H", "H", "H", "H", "H", "H", "H", "H", "H", "H", "H", "H", "H"],
  "positions_angstrom": [[1.05263, 0.02757, 0.29130], [-1.20502, -2.29820, -1.52912], [3.65873, -1.05174, -0.08589], [1.62493, -1.13635, 2.71885], [1.21907, -4.00835, 1.92864], [2.99792, -4.00379, -0.40919], [4.61399, 4.61717, -0.06364], [-0.04666, 5.40229, 0.11843], [1.41428, -6.08463, 0.24509], [-0.21324, -0.99394, -0.95509], [-0.78530, 1.37338, 0.98608], [2.27124, 5.12129, -0.00853], [0.76970, 3.17679, 0.45305], [3.09301, 2.81576, -0.02414], [1.00828, 4.56880, 0.19019], [3.29105, 4.18014, -0.05264], [1.84053, 2.26182, 0.20379], [1.93082, -2.49646, 1.61004], [-1.42863, 3.49807, 1.70662], [-3.00909, 1.65336, 1.90874], [-2.72147, 3.02805, 1.98259], [-1.91731, 0.84278, 1.46035], [1.82408, -4.96983, 0.50098], [2.83466, -2.46428, 0.45455], [-1.66110, -1.77145, -3.32050], [-0.32587, -3.94367, -1.74755], [-0.46165, 2.70755, 1.06603], [-2.77976, -2.48291, -0.45028], [-3.96397, 1.20961, 2.16949], [-1.94964, -0.21559, 1.47756], [-0.73450, -1.95179, -3.93364], [-0.49170, -4.59221, -0.84473], [-2.50360, -2.42935, -3.66691], [4.00623, 2.27578, -0.09896], [-1.89544, -0.66700, -3.37538], [-2.58761, -3.11110, 0.42153], [-3.48496, -2.98151, -1.08228], [-0.71502, -4.39224, -2.67477], [0.78473, -3.74057, -1.79853], [-1.22062, 4.54188, 1.95235], [-3.12760, -1.50137, -0.13739], [2.39927, 6.17725, 0.03131], [-3.40537, 3.80899, 2.38158]],
  "forces_ev_per_a": [[2.76, -1.10, 1.97], [0.86, 2.26, 0.13], [-0.41, 0.34, -0.48], [-0.46, -0.30, -0.99], [-0.67, -1.55, -0.31], [-0.11, 0.02, 0.05], [-1.56, -0.23, -0.19], [-0.10, 0.33, 0.26], [0.57, 0.91, 0.03], [-2.07, -2.38, -1.36], [0.75, 0.28, 0.18], [-0.60, -1.41, 0.35], [1.54, 1.24, -0.59], [-0.08, 0.75, -0.10], [0.05, -1.19, 0.33], [1.18, 0.71, 0.34], [-0.75, 0.63, 0.38], [2.83, 1.30, -2.95], [-0.28, 0.65, -0.22], [1.65, -0.14, -0.72], [0.52, 0.06, 0.75], [-1.01, 2.64, 0.30], [-0.49, 0.26, 0.78], [-2.57, 0.05, 3.05], [-0.06, 0.36, -0.63], [1.10, -0.80, 0.89], [-2.45, -0.90, 0.09], [0.60, 0.09, 0.33], [0.18, 0.15, 0.04], [-0.18, -0.92, -0.04], [-0.98, 0.09, 0.53], [0.10, 0.47, -1.00], [0.78, 0.81, 0.09], [0.39, -0.90, -0.17], [0.04, -1.37, 0.14], [0.16, 0.12, -0.08], [-0.68, -0.20, -0.29], [0.26, 0.00, 0.43], [-1.17, -0.24, -0.17], [-0.01, -0.37, -0.33], [-0.08, -0.02, -0.14], [0.21, 0.54, -0.33], [0.21, -1.02, -0.35]],
  "lowdin_charge": [1.031, 1.077, 0.433, 0.407, 0.905, 0.929, 0.026, 0.059, -0.083, -0.629, -0.030, 0.070, -0.159, -0.074, -0.205, -0.231, -0.173, -1.251, -0.003, -0.032, -0.046, -0.118, -1.010, -1.212, -0.212, -0.205, -0.198, -0.174, 0.100, 0.082, 0.065, 0.057, 0.057, 0.095, 0.066, 0.058, 0.035, 0.058, 0.036, 0.119, 0.035, 0.122, 0.122]
}



{
  "formula": "C17H15BrF5N7O3SW",
  "method": "ωB97M-V with the def2-TZVPD basis set",
  "spin_multiplicity": 3,
  "energy_ha": -4803.8074,
  "s_squared": 2.016,
  "total_charge": 2,
  "lumo_energy_ha": [-0.274, -0.303],
  "elements": ["W", "Br", "S", "F", "F", "F", "F", "F", "O", "O", "O", "N", "N", "N", "N", "N", "N", "N", "C", "C", "C", "C", "C", "C", "C", "C", "C", "C", "C", "C", "C", "C", "C", "C", "C", "H", "H", "H", "H", "H", "H", "H", "H", "H", "H", "H", "H", "H", "H", "H"],
  "positions_angstrom": [[-0.64598, 0.82580, -0.33680], [2.14696, -5.73425, 1.96993], [1.77609, 0.56559, 0.09415], [-1.36281, 3.08201, 0.72891], [-0.36430, 3.83591, -1.10378], [2.07899, 3.61230, 0.21448], [0.57876, 4.89309, 1.09271], [0.98313, 2.96405, 1.98734], [-4.01694, -0.40303, -1.28881], [-2.80342, 1.32487, -0.73467], [-2.34261, -0.57705, 0.11573], [-3.14489, 0.08899, -0.67860], [0.55157, 0.29074, 2.51409], [2.63163, 0.02837, 2.65453], [-0.76753, 1.10137, -2.52233], [-0.06347, -1.08616, -1.27543], [-0.69346, 0.60487, 1.95122], [2.16034, -0.10873, 3.92951], [-0.19179, 2.99339, -0.06643], [0.89627, 3.64400, 0.81237], [-0.43097, 0.03848, -3.29726], [-0.03327, -1.13866, -2.55210], [1.68625, -2.71618, -0.80940], [-1.03945, 1.18210, -5.29656], [1.67975, 0.28255, 1.77437], [2.19886, -3.77123, -0.07570], [-1.30410, 2.16607, -3.13053], [0.42383, -2.20933, -0.51770], [1.44960, -4.31451, 0.95879], [-0.32891, -2.76177, 0.51382], [-1.44427, 2.24250, -4.50978], [-0.09009, 0.04240, 4.96281], [0.88290, 0.06481, 3.84852], [-0.53753, 0.04610, -4.66945], [0.18475, -3.81855, 1.24842], [-1.63796, 2.97809, -2.50780], [-1.36053, -0.13681, 2.17202], [0.23374, -2.05570, -3.06964], [-0.24954, -0.82961, -5.23558], [-1.87471, 3.13365, -4.94360], [3.18029, -4.16547, -0.30020], [-1.33743, -2.42379, 0.69941], [-1.13354, 1.22136, -6.37328], [2.28343, -2.26264, -1.59194], [-1.03718, 1.47574, 2.36618], [-0.40714, -4.27429, 2.03017], [3.62332, -0.05297, 2.47903], [-0.49084, 1.04137, 5.14673], [0.42267, -0.29143, 5.86114], [-0.91850, -0.63843, 4.76093]],
  "forces_ev_per_a": [[-0.52, -0.35, -0.18], [-0.02, 0.05, -0.03], [0.11, 0.08, 0.15], [-0.05, 0.03, -0.01], [0.07, -0.02, 0.02], [-0.05, 0.02, 0.04], [0.00, -0.02, 0.02], [0.00, 0.08, -0.08], [-0.13, 0.06, 0.25], [0.44, 0.00, -0.11], [0.39, 0.30, -0.64], [-0.03, 0.09, 0.29], [-0.06, 0.01, 0.07], [0.04, -0.01, 0.00], [-0.07, -0.03, 0.16], [-0.09, 0.10, 0.19], [0.03, 0.02, -0.03], [-0.02, -0.01, 0.00], [-0.32, -0.19, 0.12], [0.06, -0.04, -0.03], [0.03, 0.05, -0.03], [-0.05, -0.07, -0.03], [-0.02, 0.09, -0.07], [-0.03, 0.08, 0.01], [-0.02, -0.02, -0.08], [0.03, 0.00, -0.02], [0.00, 0.03, 0.00], [0.07, -0.15, 0.11], [0.00, -0.08, 0.08], [-0.07, 0.10, -0.06], [0.03, -0.07, -0.06], [-0.02, 0.03, 0.00], [0.04, -0.03, -0.04], [0.04, -0.08, -0.01], [0.02, 0.00, -0.01], [0.00, -0.02, 0.01], [0.01, -0.02, -0.01], [0.09, 0.02, 0.01], [0.00, 0.00, 0.00], [0.00, 0.01, 0.01], [0.00, 0.00, 0.00], [-0.01, -0.01, 0.01], [0.00, -0.01, 0.00], [0.01, -0.02, 0.01], [0.04, 0.03, -0.02], [0.00, 0.00, 0.00], [0.00, 0.00, 0.00], [0.00, -0.01, 0.00], [0.01, 0.01, 0.00], [0.01, -0.01, -0.01]],
  "lowdin_charge": [1.593, 0.840, 0.837, -0.020, 0.070, 0.159, 0.214, 0.115, 0.235, -0.087, -0.149, -0.483, -0.064, 0.096, -0.025, -0.102, 0.059, 0.184, -0.446, -0.623, -0.224, -0.008, -0.040, 0.023, -0.635, -0.089, -0.058, -0.311, -0.682, -0.025, 0.028, 0.030, -0.282, 0.044, -0.095, 0.119, 0.131, 0.168, 0.140, 0.137, 0.119, 0.097, 0.138, 0.124, 0.141, 0.115, 0.187, 0.104, 0.108, 0.096]
}